ORCA calculation (the ωB97M-V functional and the def2-TZVPD basis) on a structure of composition C9H14EuN2P in a non-equilibrium geometry.

Geometry as XYZ:
```
27
Properties=species:S:1:pos:R:3
C 0.78769 0.34245 -3.40098
C -0.46650 -0.33374 -3.28197
C -0.24037 -1.59960 -2.67754
C 1.14758 -1.72797 -2.41418
C 1.79384 -0.52247 -2.84402
Eu 0.79646 0.89908 -0.28475
P -0.44832 3.45088 -0.64599
H 0.96803 1.31969 -3.87261
H -1.42540 0.06275 -3.63279
H -1.00161 -2.32691 -2.40940
H 2.87637 -0.34234 -2.86802
H 1.65571 -2.58970 -1.96950
H -1.44355 3.73327 0.36620
H -0.95859 4.21988 -1.74091
H 0.62435 4.30871 -0.16869
C -0.38394 1.13267 2.97881
C -0.34466 -0.28971 2.54519
N -0.13158 -0.78226 1.32271
C -0.19168 -2.18406 1.42112
C -0.46710 -2.51892 2.72838
N -0.55675 -1.30137 3.40601
H -1.40323 1.36978 3.33094
H 0.31950 1.27414 3.81725
H -0.11671 1.83138 2.16031
H -0.03857 -2.78081 0.54760
H -0.59315 -3.47393 3.19298
H -0.75781 -1.17089 4.39388
```

Values from the calculation:
HOMO (spin up / spin down): -0.22 / -0.70 eV
2S+1: 8
relative energy (zero: lowest compared OMol25 entry of this formula, charge and spin): 3.344 eV
LUMO (spin up / spin down): 2.797 / 2.652 eV
net charge: -1

natural (NBO) population analysis, charges in e, atoms 1 to 5: atom 1 (C): -0.395, atom 2 (C): -0.362, atom 3 (C): -0.360, atom 4 (C): -0.378, atom 5 (C): -0.417